1.
C49H74O2P2RhSSiTe as an isolated structure. Source: the OMol25 dataset; level of theory: ωB97M-V with the def2-TZVPD basis set.

Output
* total charge: +1
* spin multiplicity: 5
* energy relative to the best compared isomer or geometry (same formula, charge and spin): 0.0 kJ/mol
* molar mass: 1047.74 Da
* E_tot: -3810.74097 Ha
* orbital gap (spin up / spin down): 6.961 / 6.672 eV
* strongest force on any atom: 0.46 eV/A

XYZ file:
```
131
Properties=species:S:1:pos:R:3:mulliken_charge:R:1
Rh 0.65 0.18 -0.23 -0.40
C 2.59 3.53 0.67 -1.44
Si 1.10 2.46 0.31 1.22
C 0.00 2.41 1.90 0.83
C -0.61 3.60 2.31 -0.65
C -1.44 3.65 3.42 -0.95
C -1.70 2.49 4.14 -1.24
C -1.12 1.29 3.76 -0.17
C -0.26 1.24 2.66 0.19
P 0.56 -0.30 2.13 0.97
C -0.41 -1.74 2.70 0.30
C -1.84 -1.67 2.17 -0.02
C -2.68 -2.84 2.71 -1.35
C -1.86 -4.14 2.82 -0.81
C -0.72 -4.12 1.81 -0.80
C 0.29 -3.02 2.17 -0.76
C 2.16 -0.47 3.06 3.80
C 2.97 0.84 3.12 -0.92
C 2.61 1.76 4.29 -0.08
C 2.66 1.01 5.62 -1.26
C 1.73 -0.21 5.57 -0.42
C 2.14 -1.14 4.44 -1.51
C 0.08 3.40 -0.96 0.31
C 0.35 4.74 -1.23 -0.41
C -0.28 5.43 -2.25 -1.01
C -1.17 4.75 -3.07 -0.94
C -1.47 3.42 -2.81 -0.12
C -0.89 2.74 -1.74 -0.64
P -1.46 1.06 -1.19 0.84
C -2.99 1.54 -0.23 2.32
C -3.94 2.54 -0.90 -0.55
C -4.97 3.05 0.12 -0.98
C -5.63 1.92 0.93 -0.80
C -5.31 0.56 0.32 -1.23
C -3.79 0.34 0.33 0.87
C -1.80 0.11 -2.76 1.31
C -3.03 0.44 -3.63 -1.06
C -4.27 -0.41 -3.33 -0.28
C -3.97 -1.89 -3.42 -1.40
C -2.89 -2.26 -2.42 -0.53
C -1.62 -1.42 -2.62 -0.27
H 2.31 4.33 1.36 0.41
H 2.96 3.98 -0.26 0.39
H 3.41 2.97 1.11 0.40
H -0.44 4.51 1.74 0.35
H -1.89 4.59 3.72 0.43
H -2.36 2.52 5.00 0.45
H -1.34 0.40 4.32 0.53
H -0.44 -1.75 3.80 1.18
H -1.80 -1.70 1.08 -0.53
H -2.29 -0.73 2.44 -0.05
H -3.54 -2.99 2.04 0.42
H -3.09 -2.58 3.69 0.39
H -2.50 -5.01 2.67 0.51
H -1.44 -4.23 3.82 0.32
H -1.11 -3.96 0.80 0.17
H -0.20 -5.09 1.79 0.55
H 0.89 -2.77 1.28 -0.53
H 0.99 -3.40 2.92 0.42
H 2.70 -1.13 2.38 -2.56
H 2.89 1.37 2.17 -0.69
H 4.03 0.56 3.23 0.90
H 1.61 2.18 4.15 -0.17
H 3.31 2.60 4.30 0.58
H 2.38 1.67 6.44 0.50
H 3.69 0.67 5.81 0.40
H 0.71 0.14 5.43 0.05
H 1.76 -0.74 6.52 0.49
H 1.52 -2.04 4.44 0.44
H 3.17 -1.48 4.63 0.64
H 1.09 5.27 -0.63 0.43
H -0.07 6.48 -2.42 0.42
H -1.65 5.26 -3.90 0.44
H -2.17 2.92 -3.46 0.21
H -2.53 2.08 0.61 -0.81
H -4.45 2.07 -1.75 0.25
H -3.41 3.40 -1.29 0.01
H -5.73 3.63 -0.41 0.52
H -4.46 3.74 0.79 0.26
H -6.71 2.06 0.99 0.50
H -5.26 1.93 1.96 0.30
H -5.71 0.51 -0.69 0.31
H -5.79 -0.24 0.89 0.53
H -3.55 -0.58 -0.21 -0.80
H -3.50 0.18 1.36 -0.37
H -0.91 0.46 -3.30 0.14
H -2.75 0.25 -4.67 0.70
H -3.30 1.48 -3.57 0.19
H -5.06 -0.13 -4.03 0.54
H -4.64 -0.18 -2.33 -0.37
H -3.63 -2.13 -4.44 0.36
H -4.87 -2.48 -3.24 0.54
H -2.62 -3.31 -2.51 0.55
H -3.28 -2.13 -1.41 -0.11
H -1.15 -1.76 -3.55 0.82
H -0.92 -1.64 -1.82 -0.57
C 5.91 -1.43 -0.27 -0.60
C 5.59 -2.60 0.67 -0.99
C 4.06 -2.60 0.70 -0.06
O 3.64 -1.28 0.27 -0.34
C 4.80 -0.46 0.06 -0.40
H 5.84 -1.74 -1.32 0.17
H 6.90 -1.00 -0.10 0.46
H 5.99 -2.40 1.66 0.36
H 5.99 -3.55 0.32 0.37
H 3.66 -2.81 1.69 0.05
H 3.64 -3.33 0.01 0.36
H 5.02 0.09 0.99 0.23
H 4.57 0.26 -0.72 0.23
Te 2.06 -1.12 -2.19 -0.22
C 2.08 -3.22 -2.47 0.07
C 0.95 -3.98 -2.75 -0.04
C 1.08 -5.31 -3.11 -0.70
C 2.34 -5.90 -3.17 -0.55
C 3.47 -5.15 -2.88 -0.71
C 3.34 -3.81 -2.54 -0.27
H -0.04 -3.55 -2.70 0.54
H 0.20 -5.89 -3.35 0.45
H 2.44 -6.94 -3.45 0.39
H 4.45 -5.60 -2.92 0.42
H 4.23 -3.22 -2.36 0.41
C 1.87 3.49 -4.98 -0.89
S 2.74 2.12 -4.24 0.39
C 2.44 0.94 -5.55 -0.82
O 1.91 1.69 -3.06 -0.54
H 2.45 3.84 -5.84 0.50
H 1.80 4.28 -4.23 0.21
H 0.87 3.17 -5.28 0.25
H 2.76 1.36 -6.51 0.44
H 1.36 0.74 -5.56 0.19
H 3.00 0.04 -5.33 0.27
```

---

2.
A 2-piece molecular cluster, C5H12NO overall. Source: the OMol25 dataset; level of theory: ωB97M-V with the def2-TZVPD basis set.

Output
* total charge: -1
* energy relative to the best compared isomer or geometry (same formula, charge and spin): 65.9 kJ/mol
* molar mass: 102.16 Da
* E_tot: -327.67095 Ha
* orbital gap: 6.738 eV
* strongest force on any atom: 0.86 eV/A

XYZ file:
```
19
Properties=species:S:1:pos:R:3:mulliken_charge:R:1
N 1.30 2.32 -0.36 -0.65
C 1.52 1.49 0.89 -0.19
O 1.93 0.25 0.62 -0.85
H 1.79 3.21 -0.35 0.27
H 1.70 1.79 -1.12 0.17
H 2.24 2.07 1.53 0.27
H 0.53 1.55 1.42 0.04
C -0.84 -0.94 1.18 -1.10
C -0.96 -1.26 -0.29 0.83
C -1.59 -2.36 -0.71 -0.96
C -0.47 -0.20 -1.23 -0.83
H 0.20 -0.65 1.38 0.27
H -1.19 -1.75 1.82 0.34
H -1.43 -0.04 1.38 0.22
H -1.60 -2.60 -1.77 0.25
H -2.06 -3.08 -0.05 0.28
H -0.53 -0.60 -2.24 0.38
H 0.53 0.11 -0.92 0.01
H -1.05 0.72 -1.15 0.25
```